Entry 1:
{
  "formula": "C4H8NO2",
  "method": "ωB97M-V with the def2-TZVPD basis set",
  "symbols": ["O", "C", "O", "C", "H", "H", "H", "C", "C", "N", "H", "H", "H", "H", "H"],
  "coordinates": [[0.8410, 1.5611, 1.0479], [1.0738, 0.3843, 1.3802], [0.3302, -0.6252, 1.2495], [2.4300, 0.1039, 2.0709], [2.7723, -0.8987, 1.8112], [3.1655, 0.8658, 1.8232], [2.2513, 0.1074, 3.1465], [-1.8221, -1.1536, -2.2717], [-1.7007, 0.1158, -1.8393], [-1.5126, 0.5370, -0.5546], [-1.7952, -1.9933, -1.5906], [-1.9848, -1.3370, -3.3233], [-1.8567, 0.8912, -2.5842], [-0.9540, -0.0573, 0.0715], [-1.2381, 1.4987, -0.4373]],
  "charge": -1,
  "multiplicity": 1,
  "e_tot_ev": -9864.2578
}



Entry 2:
{
  "formula": "C4H8NO2",
  "method": "ωB97M-V with the def2-TZVPD basis set",
  "symbols": ["C", "C", "O", "N", "C", "C", "O", "H", "H", "H", "H", "H", "H", "H", "H"],
  "coordinates": [[-0.8570, 1.2271, -0.5405], [0.6185, 1.1026, -0.4742], [1.3975, 1.9612, -0.8440], [1.0835, -0.0757, 0.0331], [0.4580, -1.4237, 0.0951], [-0.7194, -1.5502, 1.0923], [-1.8878, -1.0995, 0.6518], [-1.4322, 0.3077, -0.5060], [-1.1963, 1.9936, -1.2020], [-1.1877, 1.5591, 0.4298], [2.0894, -0.0745, 0.0418], [0.0944, -1.6479, -0.9036], [1.2844, -2.0320, 0.4342], [-0.7633, -2.6155, 1.3414], [-0.2895, -1.0870, 2.0160]],
  "charge": -1,
  "multiplicity": 1,
  "smiles": "CC(=O)NCC[O-]",
  "e_tot_ev": -9862.8480
}



Entry 3:
{
  "formula": "C4H8NO2",
  "method": "ωB97M-V with the def2-TZVPD basis set",
  "symbols": ["C", "C", "C", "O", "N", "C", "O", "H", "H", "H", "H", "H", "H", "H", "H"],
  "coordinates": [[1.2504, -1.7027, -1.6428], [1.2603, -1.4162, -0.1445], [0.6707, -0.0202, 0.1288], [1.4534, 0.9085, 0.3485], [-0.6466, 0.0593, 0.0312], [-1.5629, 1.4287, 0.4376], [-2.5425, 1.0198, 1.1446], [2.0349, -1.0974, -2.1079], [0.3284, -1.3430, -2.0945], [1.4803, -2.7188, -1.9415], [2.2233, -1.5423, 0.3510], [0.6441, -2.1468, 0.3873], [-1.3651, -0.5740, 0.3715], [-1.7754, 1.7662, -0.5896], [-0.7639, 2.0402, 0.9081]],
  "charge": -1,
  "multiplicity": 1,
  "smiles": "CCC(=O)NC[O-]",
  "e_tot_ev": -9862.9780
}



Entry 4:
{
  "formula": "C4H8NO2",
  "method": "ωB97M-V with the def2-TZVPD basis set",
  "symbols": ["C", "C", "C", "O", "N", "C", "O", "H", "H", "H", "H", "H", "H", "H", "H"],
  "coordinates": [[1.7503, -0.1697, -0.5107], [0.2272, -0.2108, -0.2618], [-0.5063, -0.9097, -1.3568], [-0.3744, -2.0577, -1.7017], [-0.3005, 1.1599, -0.0515], [-0.4800, 1.4344, 1.4901], [-0.3888, 0.3804, 2.2638], [2.2237, -0.2019, 0.4753], [2.0655, -1.0701, -1.0360], [1.9825, 0.8021, -0.9392], [0.0592, -0.7245, 0.6990], [-1.3201, -0.3075, -1.8401], [-1.2502, 1.0783, -0.4188], [-1.4560, 1.9879, 1.5148], [0.2727, 2.2422, 1.6648]],
  "charge": -1,
  "multiplicity": 1,
  "smiles": "C[C@H](C=O)NC[O-]",
  "e_tot_ev": -9862.0542
}



Entry 5:
{
  "formula": "C4H8NO2",
  "method": "ωB97M-V with the def2-TZVPD basis set",
  "symbols": ["C", "N", "C", "C", "C", "O", "O", "H", "H", "H", "H", "H", "H", "H", "H"],
  "coordinates": [[0.9575, -1.0894, 1.5004], [1.6017, -0.1987, 0.5933], [0.6080, -0.8016, -1.5377], [0.7056, 0.2565, -0.4490], [-0.8027, 0.7273, -0.0425], [-1.6522, -0.3124, -0.0809], [-1.2395, 1.8692, 0.0857], [0.6353, -2.0193, 0.9759], [-0.0335, -0.6466, 1.9190], [1.6093, -1.3136, 2.3906], [-0.9181, -0.1288, 0.8818], [0.0015, -1.6541, -1.1899], [0.1421, -0.3139, -2.4037], [1.5929, -1.1443, -1.8408], [1.1865, 1.1146, -0.9232]],
  "charge": -1,
  "multiplicity": 1,
  "e_tot_ev": -9859.2539
}



Entry 6:
{
  "formula": "C4H8NO2",
  "method": "ωB97M-V with the def2-TZVPD basis set",
  "symbols": ["O", "C", "C", "C", "C", "O", "N", "H", "H", "H", "H", "H", "H", "H", "H"],
  "coordinates": [[0.4108, 0.9221, -3.0393], [0.3005, 1.2086, -1.8611], [0.0119, 0.2006, -0.8609], [-0.1791, 0.5217, 0.5525], [0.4412, -0.2333, 1.7477], [0.4443, 0.5349, 2.8336], [0.1636, -1.1170, -1.2891], [0.4619, 2.2051, -1.3957], [-2.1206, -1.6764, 0.0398], [0.2253, 1.5447, 0.6983], [-1.3091, 0.5838, 0.5557], [1.4691, -0.5019, 1.4156], [-0.1780, -1.1666, 1.8138], [0.6244, -1.5512, -0.4700], [-0.7662, -1.4752, -0.7410]],
  "charge": -1,
  "multiplicity": 1,
  "e_tot_ev": -9857.1660
}



Entry 7:
{
  "formula": "C4H8NO2",
  "method": "ωB97M-V with the def2-TZVPD basis set",
  "symbols": ["O", "C", "O", "C", "C", "C", "N", "H", "H", "H", "H", "H", "H", "H", "H"],
  "coordinates": [[0.2064, -0.4329, 2.0529], [0.4087, -1.3196, 1.1954], [-0.0736, -2.4817, 1.1561], [1.2605, -0.9572, 0.0030], [-0.5791, 0.5405, -1.0337], [-1.4319, 1.1631, 0.0461], [2.1563, 0.0005, -0.3668], [1.1748, -1.7524, -0.7206], [-1.0532, -0.3111, -1.5283], [-0.3192, 1.2834, -1.8037], [-1.8136, 0.3507, 0.6851], [-2.3058, 1.7489, -0.3692], [-0.8042, 1.8291, 0.6470], [2.7824, 0.1827, 0.4543], [0.3915, 0.1559, -0.4175]],
  "charge": -1,
  "multiplicity": 1,
  "e_tot_ev": -9861.1690
}



Entry 8:
{
  "formula": "C4H8NO2",
  "method": "ωB97M-V with the def2-TZVPD basis set",
  "symbols": ["C", "N", "C", "C", "C", "O", "O", "H", "H", "H", "H", "H", "H", "H", "H"],
  "coordinates": [[-1.6679, 0.5759, 0.5472], [-0.2987, 0.4944, 1.0744], [0.6977, -0.2794, 0.2947], [1.2555, 0.4998, -0.9176], [0.2379, -1.7059, -0.1513], [0.8787, -2.6429, 0.3677], [-0.6428, -1.7762, -1.0325], [-1.8217, 1.3906, -0.1610], [-1.9151, -0.3789, 0.0987], [-2.3565, 0.7585, 1.3783], [0.0451, 1.4525, 1.1398], [1.4847, -0.4669, 1.0244], [1.2498, -0.1533, -1.7855], [2.2417, 0.8859, -0.6935], [0.6117, 1.3461, -1.1838]],
  "charge": -1,
  "multiplicity": 1,
  "smiles": "CN[C@H](C)C(=O)[O-]",
  "e_tot_ev": -9863.8177
}



Entry 9:
{
  "formula": "C4H8NO2",
  "method": "ωB97M-V with the def2-TZVPD basis set",
  "symbols": ["O", "C", "N", "C", "C", "C", "O", "H", "H", "H", "H", "H", "H", "H", "H"],
  "coordinates": [[2.2741, -0.6713, 2.1830], [2.0056, 0.0875, 1.2819], [0.7955, 0.0860, 0.6493], [0.5165, 0.8517, -0.4618], [-0.6701, 0.3516, -1.3547], [-1.9436, -0.3718, -0.6374], [-2.8508, -0.3958, -1.5212], [2.8432, 0.6930, 0.9804], [0.0947, -0.4917, 1.1978], [1.3376, 0.8463, -1.1286], [0.4307, 1.8613, -0.0373], [-1.0339, 1.2215, -1.8990], [-0.2434, -0.3897, -2.0598], [-1.6383, -1.4191, -0.2110], [-2.1955, 0.0995, 0.3491]],
  "charge": -1,
  "multiplicity": 1,
  "smiles": "O=CNCCC[O-]",
  "e_tot_ev": -9861.7604
}



Entry 10:
{
  "formula": "C4H8NO2",
  "method": "ωB97M-V with the def2-TZVPD basis set",
  "symbols": ["N", "C", "O", "C", "C", "C", "O", "H", "H", "H", "H", "H", "H", "H", "H"],
  "coordinates": [[-1.5654, -1.5524, 0.7054], [-1.7906, -0.3925, -0.0310], [-2.7917, -0.2220, -0.6915], [-0.6054, 0.5618, -0.0166], [0.7772, -0.0648, -0.1462], [1.9119, 1.0287, -0.2626], [3.1111, 0.4796, -0.3138], [-2.2708, -2.2566, 0.5558], [-0.6294, -1.9075, 0.5695], [-0.8324, 1.3767, -0.7068], [-0.6479, 0.9777, 1.0023], [1.1172, -0.5429, 0.7742], [0.8614, -0.7858, -0.9626], [1.5619, 1.6471, -1.1321], [1.7930, 1.6529, 0.6561]],
  "charge": -1,
  "multiplicity": 1,
  "smiles": "NC(=O)CCC[O-]",
  "e_tot_ev": -9862.9234
}



Entry 11:
{
  "formula": "C4H8NO2",
  "method": "ωB97M-V with the def2-TZVPD basis set",
  "symbols": ["C", "N", "C", "O", "O", "C", "C", "H", "H", "H", "H", "H", "H", "H", "H"],
  "coordinates": [[-0.1900, -0.7867, -0.1403], [-0.4158, -0.6083, -1.5666], [-0.5096, 0.5762, -2.2250], [-0.2629, 0.6237, -3.4501], [-0.9908, 1.6022, -1.6941], [0.3315, 0.4313, 0.6190], [0.3865, 0.1582, 2.1091], [0.5462, -1.5718, 0.0003], [-1.0857, -1.1834, 0.3606], [0.0231, -1.2895, -2.1685], [1.3345, 0.5989, 0.2105], [-0.2960, 1.3026, 0.4443], [-0.5771, -0.2376, 2.4215], [1.0721, -0.6472, 2.3863], [0.6339, 1.0315, 2.6931]],
  "charge": 0,
  "multiplicity": 2,
  "e_tot_ev": -9861.2227,
  "s_squared": 0.758
}



Entry 12:
{
  "formula": "C4H8NO2",
  "method": "ωB97M-V with the def2-TZVPD basis set",
  "symbols": ["C", "C", "C", "C", "N", "O", "O", "H", "H", "H", "H", "H", "H", "H", "H"],
  "coordinates": [[2.0256, -1.3676, 0.2206], [0.2699, 0.4354, 0.2250], [0.0103, 1.8355, 0.5700], [-2.7278, -0.6284, -0.9861], [-0.6144, -0.3699, -0.2820], [1.5315, 0.0577, 0.4416], [-1.8459, 0.1165, -0.4578], [2.2065, -1.9541, 1.1961], [2.9519, -1.1807, -0.2855], [0.3852, 1.7286, 1.6313], [-1.0292, 2.1005, 0.3754], [0.5855, 2.4677, -0.0050], [-3.6955, -0.1129, -1.2117], [-2.4174, -1.5372, -1.5320], [1.2454, -1.7543, -0.4317]],
  "charge": 1,
  "multiplicity": 1,
  "e_tot_ev": -9851.4528
}



Entry 13:
{
  "formula": "C4H8NO2",
  "method": "ωB97M-V with the def2-TZVPD basis set",
  "symbols": ["C", "C", "O", "N", "C", "C", "O", "H", "H", "H", "H", "H", "H", "H", "H"],
  "coordinates": [[1.1359, -1.5591, -0.0553], [-0.0422, -0.5765, 0.3340], [-0.9111, -1.0834, 1.2015], [-0.6824, 0.2194, -0.9336], [-0.5805, 1.5829, -0.6063], [0.0626, 1.7211, 0.5481], [0.5543, 0.6410, 1.1004], [0.8753, -2.4595, 0.4346], [2.0366, -1.0622, 0.4887], [1.2226, -1.7461, -1.0939], [-1.2982, -0.3914, 1.7014], [-1.5808, -0.1288, -1.2926], [-0.0357, -0.0028, -1.7170], [-1.0854, 2.2431, -1.2979], [0.3291, 2.6023, 1.1880]],
  "charge": 1,
  "multiplicity": 1,
  "smiles": "C[C@]1(O)[NH2+]C=CO1",
  "e_tot_ev": -9854.1662
}



Entry 14:
{
  "formula": "C4H8NO2",
  "method": "ωB97M-V with the def2-TZVPD basis set",
  "symbols": ["C", "N", "C", "C", "O", "C", "O", "H", "H", "H", "H", "H", "H", "H", "H"],
  "coordinates": [[0.4004, -1.9955, -0.3215], [0.1920, -0.5424, 0.7633], [-0.3274, 0.6166, 0.0653], [-1.7641, 0.4557, -0.3756], [-2.3660, -0.5191, -0.0805], [0.4791, 1.6524, -0.1927], [1.6731, 1.7203, 0.3613], [0.9455, -2.8615, 0.1339], [-0.5431, -2.4245, -0.4816], [0.7246, -1.3527, -1.2001], [1.1626, -0.3482, 1.0967], [-0.4357, -0.8163, 1.5836], [-2.3458, 1.2578, -1.0645], [0.1412, 2.5141, -0.7457], [2.0634, 2.6433, 0.4582]],
  "charge": 1,
  "multiplicity": 1,
  "smiles": "C[NH2+]/C(C=O)=C\\O",
  "e_tot_ev": -9853.6725
}



Entry 15:
{
  "formula": "C4H8NO2",
  "method": "ωB97M-V with the def2-TZVPD basis set",
  "symbols": ["C", "C", "C", "N", "C", "O", "O", "H", "H", "H", "H", "H", "H", "H", "H"],
  "coordinates": [[-1.5933, -1.4080, 0.1041], [-1.5973, -0.1036, -0.1943], [-0.3676, 0.5776, 0.0203], [-0.2691, 1.8656, -0.0203], [1.1528, -0.1960, 0.3649], [2.0277, 0.7142, -0.0394], [1.3911, -1.5862, -0.1439], [-2.5543, -1.9134, -0.0215], [-0.7123, -1.7868, 0.3881], [-2.4327, 0.4841, -0.5821], [0.6776, 2.3422, 0.0724], [-1.1246, 2.5298, -0.0895], [1.0519, -0.3742, 1.4278], [2.8878, 0.3523, -0.1796], [1.4624, -1.4975, -1.1072]],
  "charge": 1,
  "multiplicity": 1,
  "smiles": "C=CC(=[NH2+])C(O)O",
  "e_tot_ev": -9854.2015
}



Entry 16:
{
  "formula": "C4H8NO2P",
  "method": "ωB97M-V with the def2-TZVPD basis set",
  "symbols": ["C", "C", "C", "C", "N", "O", "O", "P", "H", "H", "H", "H", "H", "H", "H", "H"],
  "coordinates": [[-2.3270, 0.4129, 1.1864], [-1.3341, -0.1941, 0.5297], [0.5546, 3.7131, 1.0521], [1.5800, -1.8546, -1.5582], [-0.4057, -0.6036, -0.0584], [-3.3691, 0.8863, 0.6727], [-0.0604, 2.7028, 1.1047], [0.4659, -2.5767, -0.2374], [-2.2778, 0.4660, 2.2977], [0.4103, 4.7212, 1.6501], [1.3679, 3.7382, 0.2686], [1.3755, -2.1151, -2.5837], [2.5681, -2.2619, -1.2592], [1.6144, -0.7217, -1.3285], [-0.7477, -2.3502, -0.8898], [0.5853, -3.9627, -0.8466]],
  "charge": 0,
  "multiplicity": 1,
  "e_tot_ev": -19146.7379
}



Entry 17:
{
  "formula": "C4H8NO2S",
  "method": "ωB97M-V with the def2-TZVPD basis set",
  "symbols": ["O", "C", "O", "N", "C", "C", "C", "S", "H", "H", "H", "H", "H", "H", "H", "H"],
  "coordinates": [[-2.0261, -0.1498, -1.9298], [-2.3149, -0.0446, -0.7208], [-3.2457, -0.5553, -0.0699], [-1.3988, 0.7332, 0.0657], [-0.0567, 0.9558, -0.4040], [0.7634, -0.3231, -0.5804], [1.3504, -0.9652, 0.6665], [2.4240, 0.0589, 1.7500], [-1.5583, 0.5792, 1.0520], [0.4399, 1.5949, 0.3233], [-0.0685, 1.5063, -1.3468], [1.5273, -0.2591, -1.3646], [0.1037, -1.0813, -1.0166], [1.9225, -1.8592, 0.4125], [0.5472, -1.2914, 1.3244], [1.5907, 1.1007, 1.8386]],
  "charge": -1,
  "multiplicity": 1,
  "smiles": "O=C([O-])NCCCS",
  "e_tot_ev": -20700.0106
}



Entry 18:
{
  "formula": "C4H8NO2S",
  "method": "ωB97M-V with the def2-TZVPD basis set",
  "symbols": ["C", "N", "C", "C", "C", "S", "O", "O", "H", "H", "H", "H", "H", "H", "H", "H"],
  "coordinates": [[-0.8425, -2.1527, -0.1184], [-0.4998, -0.8238, 0.1046], [0.9674, 0.0848, -0.2963], [0.8737, 1.3942, -0.0322], [-0.5445, 1.7958, 0.4025], [-1.6710, 0.4360, -0.0386], [-2.7313, 0.0203, 0.8163], [-1.8409, 0.5667, -1.4450], [-0.8835, -2.7278, 0.8120], [-0.1097, -2.6468, -0.8252], [-1.9626, -1.9996, -0.4509], [1.8840, -0.4379, -0.6583], [1.5630, 2.0564, 0.4794], [1.0431, 1.7702, -1.0730], [-0.6073, 1.9591, 1.4752], [-0.7210, 2.8072, 0.0300]],
  "charge": 1,
  "multiplicity": 1,
  "smiles": "C[N+]1=CCCS1(=O)=O",
  "e_tot_ev": -20685.3545
}



Entry 19:
{
  "formula": "C4H8NO3",
  "method": "ωB97M-V with the def2-TZVPD basis set",
  "symbols": ["C", "N", "C", "C", "O", "C", "O", "O", "H", "H", "H", "H", "H", "H", "H", "H"],
  "coordinates": [[-1.3482, -0.0993, 1.0160], [0.0165, 0.4376, 1.0846], [0.5279, 0.3879, -0.2947], [1.5477, -0.8605, -0.3497], [1.7594, -1.4216, 0.6794], [1.9569, 0.8686, -0.4072], [2.3471, 1.4311, -1.4069], [-2.7260, 0.4179, -1.3663], [-1.8900, -0.0650, 1.9587], [-1.9211, 0.4132, 0.2132], [-1.3617, -1.1483, 0.6687], [-3.5639, -0.0150, -1.5593], [-0.2849, 0.4089, -1.0262], [1.7563, -1.4962, -1.2192], [0.5764, -0.2728, 1.5432], [2.6076, 1.0135, 0.4656]],
  "charge": -1,
  "multiplicity": 1,
  "e_tot_ev": -11906.4012
}



Entry 20:
{
  "formula": "C4H8NO3",
  "method": "ωB97M-V with the def2-TZVPD basis set",
  "symbols": ["C", "C", "O", "O", "H", "H", "H", "C", "C", "O", "N", "H", "H", "H", "H", "H"],
  "coordinates": [[-2.6416, -1.4723, 0.3601], [-1.2810, -1.3231, 1.0123], [-0.8230, -0.1693, 1.2139], [-0.6798, -2.3948, 1.2912], [-3.0911, -0.5447, 0.0086], [-3.3588, -1.8919, 1.0684], [-2.5010, -2.1607, -0.4683], [1.0492, 0.1047, -1.5760], [1.4978, 1.4069, -0.9908], [2.4720, 2.0180, -1.3891], [0.7252, 1.8592, 0.0225], [1.0319, 2.6859, 0.5158], [0.0179, 1.2833, 0.4824], [1.7437, -0.6906, -1.3055], [1.0708, 0.2051, -2.6639], [0.0599, -0.2276, -1.2725]],
  "charge": -1,
  "multiplicity": 1,
  "e_tot_ev": -11913.1025
}